--- a ---
2 unconnected molecules or ions with the total composition C4H11NS, computed with the ωB97M-V functional and the def2-TZVPD basis.

The geometry in XYZ format:
```
17
Properties=species:S:1:pos:R:3:mulliken_charge:R:1
C -1.97373 -0.79287 1.08846 -0.82
C -2.62753 0.00856 0.24512 0.05
N -2.64088 -0.07404 -1.13762 -0.50
H -2.13549 -0.64569 2.14919 0.22
H -1.11801 -1.38664 0.81231 0.27
H -3.34221 0.70736 0.66853 0.30
H -1.92066 -0.67904 -1.50634 0.24
H -2.63869 0.82392 -1.59915 0.24
C 3.00583 -0.12233 0.11281 -1.03
C 1.58255 0.01814 -0.41253 -0.13
S 1.00679 1.75235 -0.50681 -0.23
H 3.08372 0.21476 1.14177 0.30
H 3.25649 -1.18085 0.06834 0.32
H 3.70511 0.41941 -0.51515 0.32
H 1.53210 -0.30622 -1.44456 0.29
H 0.89349 -0.56924 0.18761 0.04
H 0.33113 1.81241 0.64804 0.12
```

Calculated values
M = 105.2 g/mol
charge = 0
highest occupied orbital energy = -0.3118 hartree


--- b ---
2 unconnected molecules or ions with the total composition C4H11NS, computed with the ωB97M-V functional and the def2-TZVPD basis.

The geometry in XYZ format:
```
17
Properties=species:S:1:pos:R:3:mulliken_charge:R:1
C -0.08561 -2.10593 0.40832 -0.28
N 0.86739 -1.37537 0.85584 -0.41
C 0.54061 -0.40715 1.93070 -0.28
C 1.26932 -0.90628 3.21639 -1.20
H -1.00747 -2.22854 1.06168 0.24
H 0.04240 -2.58914 -0.57315 0.29
H 1.00098 0.51629 1.66148 0.22
H -0.54804 -0.39008 2.03066 0.43
H 1.16568 -0.21877 4.04263 0.36
H 0.91882 -1.93127 3.48274 0.29
H 2.33621 -1.02979 2.97212 0.33
C -0.51113 1.96321 -1.02080 -0.56
S -0.99123 1.22498 -2.69170 -0.21
H -1.24687 2.72769 -0.73749 0.33
H -0.68412 1.16241 -0.29335 0.06
H 0.50072 2.40576 -1.02694 0.27
H 0.03053 0.34021 -2.75166 0.12
```

Calculated values
M = 105.2 g/mol
charge = 0
highest occupied orbital energy = -0.3337 hartree


a has the most favorable energy; the next structure is 66.6 kJ/mol above.